88
Properties=species:S:1:pos:R:3 method="wB97M-V/def2-TZVPD" multiplicity=3 relative_energy_kcal_mol=110.8 e_lumo_ev="-0.56 / 0.03"
C 3.1832 -2.1626 -2.5785
C 2.4837 -1.4879 -3.7190
H 2.7238 -3.1384 -2.3637
H 3.1281 -1.5359 -1.6864
H 4.2380 -2.3151 -2.8530
C 2.4406 -2.1002 -4.9224
C 2.8583 -3.5076 -5.1841
H 2.1084 -1.5856 -5.8285
H 2.3605 -4.2142 -4.5072
H 3.9430 -3.6815 -5.1080
H 2.5419 -3.7318 -6.2110
V 1.0581 0.0340 0.7724
Cl 2.6278 1.4364 -0.1827
C -0.2582 2.5786 1.1645
O -0.4323 1.3168 1.1402
N -1.2641 3.4373 1.0665
C -2.6383 2.9411 0.9346
C -0.9867 4.8668 0.8817
H 0.7593 2.9785 1.1822
H -2.8377 2.2052 1.7222
H -2.8035 2.4705 -0.0482
H -3.3191 3.7886 1.0419
H -0.2337 5.1882 1.6100
H -1.9025 5.4499 1.0343
H -0.5976 5.0901 -0.1249
H -3.6122 2.4033 6.2745
H -1.9114 1.5558 8.0761
C -3.6363 1.3689 5.9068
C -2.0164 0.5726 7.6075
N -2.3889 0.6991 6.2140
H -3.7947 1.3716 4.8257
C -1.6461 0.1143 5.2519
O -1.8987 0.1193 4.0440
H -1.0554 0.0521 7.6487
H -0.7382 -0.3787 5.6561
H -4.4820 0.8708 6.4025
H -2.7617 -0.0003 8.1713
H -0.4346 -4.3654 3.8757
H -0.7457 -3.9478 0.1212
C -1.3901 -4.2468 3.3400
C -1.5707 -4.0042 0.8412
N -1.2066 -3.4413 2.1332
H -2.1399 -3.8073 4.0211
C -0.6581 -2.2114 2.1564
O -0.2941 -1.6242 1.0992
H -2.4690 -3.5450 0.4030
H -0.5594 -1.7407 3.1481
H -1.7329 -5.2373 3.0171
H -1.8180 -5.0509 0.9975
O 1.0592 -0.3805 -2.1846
C 1.9494 -0.1420 -3.3542
C 0.5642 0.1545 -5.4757
C 1.3821 0.6992 -4.4817
H 0.3082 -0.9062 -5.4254
C 0.1119 0.9394 -6.5585
H 2.7821 0.4480 -2.9545
C 1.8567 2.0067 -4.6714
H -0.5727 0.4855 -7.2854
C 0.5291 2.2630 -6.6982
C 1.4164 2.7780 -5.7493
H 2.6169 2.4010 -4.0013
H 0.1361 2.8663 -7.5207
H 1.7613 3.8028 -5.8653
Si -0.6713 -0.8114 -2.4111
Cl -0.5267 -2.9128 -2.6045
C -1.7738 -0.8975 -4.0166
C -0.9028 1.2099 -2.4126
C -1.9671 -0.4908 -1.0007
H -1.7888 0.0268 -4.6112
H -2.7816 -1.0166 -3.5933
H -1.5928 -1.7631 -4.6834
H -2.2231 -1.4059 -0.4706
H -2.8613 -0.0782 -1.4811
H -1.6397 0.2631 -0.2539
H -0.9051 1.5546 -3.4405
H -0.0513 1.6495 -1.8928
H -1.8004 1.5959 -1.9354
C 1.9495 0.8446 4.4123
C 2.5766 0.6126 3.0561
C 4.0291 0.1943 3.0136
O 1.8107 -0.3858 2.3672
H 1.8077 -0.1062 4.9308
H 0.9674 1.3126 4.2887
H 2.5535 1.5109 5.0376
H 2.5024 1.5536 2.4926
H 4.1413 -0.8340 3.3844
H 4.3751 0.2445 1.9784
H 4.6518 0.8660 3.6066